76
Properties=species:S:1:pos:R:3:forces:R:3:nbo_charge:R:1 method="wB97M-V/def2-TZVPD" homo_ev=-2.94 charge=-1 lumo_energy_ev=2.254 gap_ev=5.194
Al -0.71105 0.15421 -1.20942 -3.31 1.05 -0.24 1.733
C -0.69771 -4.08869 -2.52090 -0.31 0.03 0.16 -0.608
C 0.60505 -3.67316 -1.83243 -0.06 -0.47 -0.48 -0.512
C 1.72459 -3.64214 -2.87636 0.32 0.12 0.12 -0.612
P 0.38490 -2.04185 -1.00431 -0.98 -1.11 1.48 0.898
C 1.95306 -1.71927 -0.02910 1.91 -1.81 -0.89 -0.555
C 3.03252 -1.01808 -0.95277 0.15 -6.78 1.35 -0.457
C 2.59505 -2.87824 0.74267 -0.15 -0.33 -0.10 -0.615
C -0.91095 -2.36839 0.30316 -0.02 -0.02 0.06 -0.478
C -0.77179 -3.48232 1.13826 -0.29 0.21 0.06 -0.116
C -1.67121 -3.76153 2.15518 0.06 -0.27 0.16 -0.336
C -2.75739 -2.91494 2.35482 0.16 0.26 -0.37 -0.162
C -2.94907 -1.82256 1.52958 -0.08 -0.21 0.40 -0.328
C -2.06953 -1.49782 0.46867 -0.24 -0.02 -0.27 0.333
N -2.31972 -0.45922 -0.42149 2.02 -2.74 3.29 -0.829
C -3.02347 0.69419 0.00928 -0.38 0.59 -0.76 0.283
C -4.41347 0.72947 -0.13753 0.09 -0.24 0.43 -0.271
C -5.16323 1.84806 0.20702 0.24 -0.01 0.06 -0.189
C -4.52837 2.98067 0.68347 -0.22 0.10 -0.07 -0.295
C -3.13980 2.99315 0.80061 -0.05 -0.32 0.04 -0.149
C -2.36770 1.88540 0.46962 -0.58 0.05 0.81 -0.356
P -0.54364 1.87415 0.53510 -1.86 1.02 0.03 0.912
C -0.06736 2.09240 2.30130 -0.87 1.71 2.10 -0.562
C -0.79416 3.14780 3.14975 -0.29 0.14 0.06 -0.620
C -0.23008 0.74774 3.10082 -0.92 0.54 0.33 -0.632
C 0.04846 3.38602 -0.43544 0.20 0.57 0.22 -0.509
C 0.02224 4.72295 0.30651 -0.32 0.16 0.15 -0.603
C 1.46388 3.24378 -0.99944 0.06 0.36 -0.15 -0.590
H -0.57427 -5.05478 -3.01816 0.11 0.04 0.00 0.201
H -1.51991 -4.19597 -1.81031 0.04 0.11 0.01 0.227
H -1.00236 -3.36076 -3.27756 0.06 0.03 0.05 0.218
H 0.85729 -4.44610 -1.09932 -0.02 0.13 0.15 0.212
H 1.60722 -2.81281 -3.57970 -0.04 0.00 0.04 0.218
H 2.70734 -3.55583 -2.40822 -0.02 0.09 -0.03 0.207
H 1.73816 -4.57080 -3.45344 -0.12 0.01 0.03 0.207
H 1.67254 -0.99054 0.69185 -0.60 -0.56 0.45 0.266
H 3.54297 -1.75376 -1.60886 0.16 0.00 -0.06 0.189
H 2.59148 -0.14775 -1.61457 1.41 -6.94 4.27 0.289
H 3.84629 -0.54532 -0.32222 0.09 -4.89 0.39 0.175
H 2.82452 -3.73645 0.10384 0.00 -0.01 0.03 0.196
H 3.53434 -2.55347 1.19977 -0.02 0.09 -0.11 0.210
H 1.96102 -3.22067 1.56208 -0.07 -0.02 -0.07 0.217
H 0.05632 -4.16747 1.00040 0.06 0.07 -0.08 0.184
H -1.52797 -4.63035 2.78644 0.02 -0.01 -0.02 0.196
H -3.47137 -3.11242 3.14621 0.02 -0.02 0.02 0.198
H -3.81965 -1.20126 1.70300 0.08 0.11 -0.15 0.221
H -4.91013 -0.15088 -0.52986 0.11 0.01 -0.07 0.207
H -6.24080 1.82608 0.09166 0.00 0.03 -0.01 0.193
H -5.10386 3.85907 0.95272 0.02 0.01 -0.01 0.192
H -2.67131 3.89928 1.16019 0.09 -0.02 -0.02 0.181
H 1.03061 2.36667 2.26593 -2.53 1.05 0.68 0.229
H -1.83743 2.87825 3.33345 0.02 0.01 -0.09 0.212
H -0.31259 3.23350 4.13099 0.04 -0.08 -0.04 0.192
H -0.77645 4.14099 2.70622 -0.03 -0.02 -0.05 0.207
H -1.28574 0.46924 3.17734 -0.02 0.23 0.00 0.230
H 0.28475 -0.09138 2.67294 -0.58 -0.45 0.11 0.220
H 0.15847 0.86478 4.11834 -0.07 0.15 -0.01 0.202
H -0.61310 3.45897 -1.30361 -0.30 -0.41 0.24 0.276
H 0.71059 4.73092 1.15643 -0.02 -0.03 -0.01 0.190
H 0.33226 5.53086 -0.36360 0.05 -0.09 -0.05 0.202
H -0.97379 4.98573 0.66290 0.03 -0.02 0.07 0.203
H 2.20581 3.11178 -0.21066 0.01 0.17 -0.02 0.185
H 1.54054 2.40858 -1.67869 0.10 0.33 -0.09 0.217
H 1.73527 4.14008 -1.56788 -0.16 0.11 0.13 0.201
Cl 0.11515 0.00537 -3.40186 1.52 -0.15 -1.22 0.174
C 1.46215 0.28353 -2.32130 1.37 2.27 -1.15 -0.339
C 1.20292 0.42527 -0.91169 0.90 1.63 -1.72 -0.430
C 2.27079 0.67199 0.01252 -1.34 4.15 -1.37 -0.194
Cl 1.82050 0.83239 1.67929 5.64 -2.17 -2.71 0.077
C 3.64626 0.75845 -0.46697 -1.27 3.29 -1.36 -0.089
Cl 4.94327 1.07056 0.65897 -0.19 0.34 -0.22 0.065
C 3.93195 0.64503 -1.94656 0.05 3.54 -1.31 -0.139
Cl 5.56244 0.81083 -2.54087 -0.33 0.22 0.22 0.022
C 2.83913 0.40508 -2.85000 -0.06 2.77 -1.51 -0.125
Cl 3.12279 0.28475 -4.55732 -0.01 0.14 0.27 0.046
O -1.91442 1.06892 -1.96688 1.57 2.21 -1.59 -1.414

=====

24
Properties=species:S:1:pos:R:3:forces:R:3:nbo_charge:R:1 method="wB97M-V/def2-TZVPD" homo_ev=-8.97 charge=0 e_above_lowest_ev=2.562 lumo_energy_ev=0.467 gap_ev=9.434 smiles="CCNC=O.CCNC=O"
C 1.76069 -2.28850 -2.34060 0.14 0.13 -0.63 -0.612
C 0.96110 -2.37421 -1.07585 -0.98 -2.40 0.12 -0.233
N 0.70865 -1.13154 -0.52026 0.80 3.29 -0.63 -0.608
C 0.46178 -0.93462 0.76290 0.74 -1.42 2.64 0.507
O 0.39797 -1.86538 1.59596 0.09 1.59 -1.80 -0.636
H 2.81540 -2.01635 -2.16695 -0.42 -0.08 0.02 0.213
H 1.28596 -1.49277 -2.93896 0.36 -0.30 -0.20 0.193
H 1.73023 -3.22814 -2.91748 0.01 0.42 0.28 0.226
H -0.07715 -2.71592 -1.25114 0.63 -1.02 -0.44 0.185
H 1.39409 -3.00847 -0.27855 -0.13 0.13 -0.55 0.230
H 0.86124 -0.29099 -1.08303 -0.11 -0.59 0.28 0.381
H 0.38593 0.15529 0.99535 0.48 -2.35 0.20 0.126
C -0.75912 3.29518 0.94978 0.20 0.75 -0.88 -0.613
C -0.48409 1.88737 0.44679 -0.25 0.24 0.95 -0.222
N -1.61722 0.98320 0.66521 -0.42 1.46 -3.18 -0.621
C -1.76088 0.18714 1.69379 0.59 -1.74 2.17 0.512
O -0.94722 0.12774 2.60094 -1.48 0.64 0.45 -0.602
H -1.09945 3.45634 1.98650 0.22 -0.67 -0.43 0.232
H -1.50600 3.72780 0.26304 0.23 0.20 0.42 0.201
H 0.19800 3.82457 0.80737 -0.47 0.23 0.14 0.211
H -0.22738 1.92281 -0.62944 -0.26 -0.09 0.49 0.198
H 0.39457 1.48871 0.98944 -0.63 0.89 -0.30 0.212
H -2.27263 0.82124 -0.10339 0.51 0.33 0.42 0.397
H -2.60443 -0.53051 1.54858 0.16 0.37 0.46 0.122

=====

9
Properties=species:S:1:pos:R:3:forces:R:3:nbo_charge:R:1 method="wB97M-V/def2-TZVPD" homo_ev=-9.75 charge=0 e_above_lowest_ev=5.456 lumo_energy_ev=0.319 gap_ev=10.071
C -0.22580 1.13406 1.32912 1.62 -0.77 -1.57 0.055
C 0.72333 0.44451 1.84165 -0.38 -0.23 0.30 -0.154
C 0.33701 0.47758 -0.12789 -1.06 -1.32 1.25 0.262
C -0.25726 -0.85424 -0.61335 -2.75 2.31 0.74 -0.666
O -0.50948 1.58506 0.07287 -0.31 0.01 -0.74 -0.431
H 1.37299 0.59723 -0.39096 0.23 1.08 0.05 0.215
H -0.70080 -0.75719 -1.63427 0.97 -0.07 0.45 0.239
H -1.19729 -0.99996 0.00564 1.26 -0.27 -0.41 0.241
H 0.45728 -1.62705 -0.48282 0.42 -0.75 -0.07 0.239